Formula: C24H25O9
Source: the Open Molecules 2025 dataset
Level of theory: the ωB97M-V functional and the def2-TZVPD basis

Output
- ⟨S²⟩: 0.77
- Lowest unoccupied orbital energy (spin up / spin down): -0.0308 / -0.1659 hartree
- 2S+1: 2

Structure (XYZ):
```
58
Properties=species:S:1:pos:R:3:forces:R:3
O -0.033 -0.815 0.144 -2.03 0.76 0.84
H -0.858 -1.249 0.437 0.76 -0.36 -0.30
C -3.713 3.344 -0.327 -0.15 -2.17 1.58
C -3.343 2.000 -0.125 0.69 -0.90 -1.11
C -2.808 1.230 -1.187 -0.45 0.33 1.06
C -2.590 1.788 -2.409 -0.74 0.77 -0.71
C -3.019 3.060 -2.601 -0.49 2.09 -0.14
C -3.587 3.867 -1.562 0.86 0.21 -1.93
O -3.929 5.166 -1.847 0.09 -0.37 -0.27
O -2.474 -0.086 -1.138 -0.52 -0.23 1.04
H -4.202 3.789 0.527 0.02 0.68 -0.12
H -3.463 1.495 0.822 -0.26 0.10 0.14
H -2.220 1.199 -3.236 0.15 -0.06 0.11
H -2.920 3.470 -3.596 -0.08 0.39 0.00
H -4.167 5.593 -1.021 -0.12 0.13 0.04
H -1.643 -0.071 -0.658 1.15 -0.97 0.10
C 0.507 -5.278 -0.899 0.94 -3.25 -0.21
C -0.121 -6.034 -1.912 -0.17 1.45 1.05
C -1.164 -5.443 -2.592 1.15 1.00 1.31
C -1.575 -4.189 -2.242 0.33 2.63 1.41
C -0.939 -3.443 -1.187 -0.46 -1.78 -2.36
C 0.160 -4.024 -0.557 -1.62 2.30 0.33
O 0.722 -3.292 0.447 0.89 -1.97 0.04
O -1.841 -6.184 -3.469 -1.09 -1.09 -0.91
H 1.223 -5.803 -0.284 0.40 0.12 0.02
H 0.005 -7.088 -2.109 0.79 -0.12 0.24
H -2.402 -3.724 -2.759 -0.17 -0.09 -0.06
H -1.220 -2.435 -0.921 -0.33 -0.23 -0.37
H 0.505 -2.382 0.234 0.17 1.27 0.21
H -1.799 -7.005 -2.974 -0.60 -0.84 -0.92
C 4.459 -0.266 -0.612 1.27 0.03 1.41
C 5.612 -0.774 0.066 -2.06 -1.35 0.19
C 5.432 -1.379 1.316 2.67 0.11 -1.05
C 4.242 -1.307 1.947 -0.97 0.39 1.95
C 3.179 -0.603 1.432 -0.11 0.53 -1.84
C 3.243 -0.136 0.097 -0.38 0.10 -0.66
O 2.112 0.399 -0.558 2.51 0.28 0.51
O 6.528 -1.987 1.960 -1.21 0.16 0.29
H 4.669 0.092 -1.608 -0.73 0.06 -0.18
H 6.523 -1.108 -0.409 0.20 0.81 -0.61
H 4.130 -1.664 2.960 0.20 -0.29 0.08
H 2.300 -0.402 2.027 -0.18 -0.29 -0.07
H 1.331 -0.011 -0.179 -0.74 -0.62 0.20
H 7.279 -2.145 1.384 -0.24 0.21 -0.36
C -0.412 2.401 1.001 1.18 2.67 0.01
C -0.101 3.780 1.103 0.37 -4.14 -2.03
C -0.390 4.487 2.227 1.63 2.91 -0.83
C -1.022 3.902 3.311 -0.55 -1.21 0.91
C -1.295 2.552 3.286 -1.17 0.97 -0.67
C -0.998 1.783 2.103 -0.38 -3.12 0.53
O -1.182 0.445 2.059 -1.29 4.10 3.31
O -0.028 5.826 2.222 -1.14 -0.96 1.38
H -0.006 1.843 0.170 -0.25 -0.24 -0.09
H 0.523 4.044 0.262 -0.14 1.15 0.14
H -1.274 4.467 4.196 -0.05 0.21 -0.12
H -2.021 2.226 4.016 0.52 -0.75 0.29
H -0.805 0.074 1.258 1.81 -1.20 -2.37
H 0.877 6.004 1.959 0.14 -0.34 -0.44
```
Positions in Å, forces in eV/Å.



Formula: C24H26Cl2N2O4S2
Source: the Open Molecules 2025 dataset
Level of theory: the ωB97M-V functional and the def2-TZVPD basis

Output
- Lowest unoccupied orbital energy: 0.0119 hartree
- SMILES: Oc1ccc(-c2ccc(-c3ccc(O)cc3Cl)s2)c(Cl)c1.CNC(=O)[C@H](CCSC)NC(C)=O

Structure (XYZ):
```
60
Properties=species:S:1:pos:R:3:forces:R:3
O -3.803 4.636 6.947 0.00 0.03 0.04
C -3.457 4.285 5.675 0.00 0.38 -0.40
C -3.115 2.970 5.389 0.05 -0.30 -0.24
C -2.765 2.601 4.087 -0.25 0.84 0.54
C -2.752 3.541 3.040 0.19 0.58 -0.39
C -2.384 3.083 1.679 -0.03 -0.55 -0.62
C -2.602 1.805 1.204 0.53 0.42 -0.94
C -2.138 1.602 -0.162 -0.18 0.78 1.17
C -1.588 2.736 -0.698 -0.43 -0.40 1.10
C -1.080 2.861 -2.062 -0.02 0.50 -0.15
C 0.083 2.178 -2.441 -0.16 0.50 -0.95
C 0.591 2.318 -3.737 0.06 -0.19 0.20
C -0.056 3.134 -4.662 -0.44 0.22 0.30
O 0.450 3.272 -5.921 0.02 0.00 0.01
C -1.220 3.807 -4.293 -0.32 0.02 0.52
C -1.738 3.676 -3.000 0.71 -0.31 -0.46
Cl -3.217 4.518 -2.594 0.42 -0.24 -0.17
S -1.589 4.067 0.448 -0.40 -1.23 0.01
C -3.096 4.883 3.348 -0.10 -0.70 0.77
Cl -3.167 6.168 2.164 0.04 -0.40 0.28
C -3.443 5.234 4.658 0.14 -0.11 -0.58
H -4.011 5.583 6.984 0.10 -0.40 -0.07
H -3.121 2.237 6.189 0.01 0.07 -0.10
H -2.487 1.569 3.903 0.02 0.20 -0.10
H -3.094 1.022 1.774 0.04 0.20 -0.04
H -2.242 0.670 -0.708 -0.01 0.18 0.07
H 0.598 1.549 -1.721 -0.10 0.12 -0.07
H 1.495 1.793 -4.030 -0.11 0.05 0.01
H -0.093 3.894 -6.430 0.18 -0.25 0.26
H -1.742 4.440 -5.001 0.02 -0.02 -0.02
H -3.713 6.263 4.865 0.01 -0.02 0.01
C 2.778 -2.790 2.452 -0.02 -0.33 -0.27
N 1.695 -3.666 2.001 0.88 0.84 0.86
C 1.311 -3.938 0.747 -0.53 -1.08 -0.66
O 0.314 -4.630 0.588 0.07 0.13 -0.51
C 2.102 -3.393 -0.468 0.31 -0.22 -0.16
C 1.572 -3.875 -1.837 -0.36 0.46 0.42
C 1.918 -2.902 -2.970 -0.20 -0.39 0.23
S 1.190 -1.242 -2.811 0.11 0.10 0.01
C -0.585 -1.621 -2.849 0.23 -0.31 0.07
N 3.570 -3.534 -0.403 -1.73 1.06 0.03
C 4.310 -4.612 -0.135 1.22 -1.33 0.33
C 3.676 -5.957 0.166 -0.04 0.34 -0.17
O 5.526 -4.511 -0.121 0.31 0.10 -0.02
H 3.737 -3.308 2.376 0.05 0.21 0.05
H 2.614 -2.511 3.494 -0.09 -0.05 -0.18
H 2.810 -1.879 1.850 0.04 -0.06 0.09
H 1.119 -4.095 2.710 -0.04 0.02 -0.20
H 1.908 -2.322 -0.423 0.07 0.28 -0.06
H 0.488 -3.976 -1.803 0.01 -0.18 0.21
H 1.984 -4.855 -2.074 0.01 -0.07 0.03
H 3.002 -2.801 -3.030 -0.01 0.33 -0.12
H 1.573 -3.335 -3.909 0.07 0.04 -0.07
H -0.868 -2.186 -1.960 -0.09 0.03 -0.05
H -0.819 -2.200 -3.742 -0.04 0.03 0.01
H -1.150 -0.689 -2.871 0.22 0.03 -0.02
H 4.114 -2.708 -0.598 0.07 -0.03 0.08
H 3.146 -5.915 1.114 -0.24 -0.05 0.03
H 4.465 -6.704 0.241 0.00 0.23 -0.03
H 2.995 -6.243 -0.630 -0.26 -0.08 0.08
```
Positions in Å, forces in eV/Å.



We obtain maximum force values of 5.4; 2.0 eV/A for the records listed above, in that order.
We obtain DFT total energy values of -43715.66987; -83196.45558 eV for the records listed above, in that order.